1.
C24H29N3O6S | ωB97M-V with the def2-TZVPD basis set

```
! RIJCOSX wB97M-V def2-TZVPD def2/J DEFGRID3
* xyz 0 1
C 1.26 -4.52 -4.76
C 2.70 -4.87 -4.40
O 3.30 -3.90 -3.56
C 3.00 -3.86 -2.24
C 3.59 -2.82 -1.52
C 3.37 -2.68 -0.17
C 2.55 -3.58 0.51
N 2.30 -3.43 1.89
C 1.13 -4.03 2.51
C 1.00 -3.30 3.85
C 0.06 -2.09 3.75
O -0.94 -2.00 4.43
N 0.46 -1.18 2.82
C -0.15 0.02 2.44
C 0.44 0.73 1.40
C -0.12 1.92 0.97
C -1.25 2.40 1.60
S -2.00 3.91 1.01
O -2.81 4.48 2.05
O -0.99 4.72 0.38
N -3.00 3.29 -0.19
C -2.92 3.83 -1.52
C -3.90 4.99 -1.79
C -3.68 6.19 -0.87
C -2.55 6.93 -1.59
C -2.78 6.56 -3.07
O -3.72 5.49 -3.10
C -1.84 1.71 2.64
C -1.29 0.51 3.07
C 2.44 -2.89 4.16
C 3.11 -2.81 2.79
O 4.17 -2.27 2.56
C 1.97 -4.62 -0.20
C 2.19 -4.76 -1.56
H 0.63 -4.49 -3.87
H 0.86 -5.26 -5.45
H 1.23 -3.54 -5.24
H 3.32 -4.87 -5.30
H 2.76 -5.87 -3.94
H 4.22 -2.13 -2.05
H 3.85 -1.87 0.37
H 1.29 -5.10 2.67
H 0.25 -3.89 1.87
H 0.58 -3.95 4.62
H 1.31 -1.38 2.31
H 1.33 0.35 0.92
H 0.32 2.50 0.18
H -3.94 3.19 0.16
H -3.10 3.04 -2.25
H -1.90 4.19 -1.64
H -4.93 4.60 -1.74
H -4.58 6.80 -0.84
H -3.40 5.90 0.14
H -1.59 6.56 -1.24
H -2.59 8.00 -1.43
H -3.22 7.39 -3.63
H -1.85 6.25 -3.56
H -2.72 2.12 3.11
H -1.74 -0.04 3.88
H 2.95 -3.65 4.75
H 2.53 -1.94 4.69
H 1.34 -5.34 0.30
H 1.71 -5.59 -2.07
*
```

## Properties
maximum force: 0.017 hartree/bohr
ΔE to the lowest compared entry with this formula, charge and spin: 72.2 kJ/mol

=====

2.
C3H6N2O2 | ωB97M-V with the def2-TZVPD basis set

```
! RIJCOSX wB97M-V def2-TZVPD def2/J DEFGRID3
* xyz 0 1
H 1.40 -0.56 -0.01
N 0.49 -0.92 -0.26
C -0.56 -0.17 -0.12
O -0.61 1.02 0.40
C 0.61 1.49 0.99
C -1.97 -0.59 -0.79
N -1.84 -1.71 -1.50
O -2.96 0.05 -0.68
H 1.36 1.66 0.14
H 1.01 0.57 1.47
H 0.19 2.28 1.73
H -1.03 -2.13 -1.16
H -2.70 -2.30 -1.73
*
```

## Properties
maximum force: 0.054 hartree/bohr
ΔE to the lowest compared entry with this formula, charge and spin: 223.3 kJ/mol

=====

3.
C30H46FeIN8O4 | ωB97M-V with the def2-TZVPD basis set

```
! RIJCOSX wB97M-V def2-TZVPD def2/J DEFGRID3
* xyz 1 5
Fe -0.86 -0.36 -1.04
C -5.36 1.11 -1.42
C -4.57 1.46 -0.17
N -5.21 2.17 0.75
C -4.60 2.52 1.91
C -3.27 2.30 2.17
C -2.61 2.75 3.44
O -1.40 3.49 3.26
C -2.56 1.54 1.20
C -1.19 1.29 1.45
N -0.37 0.58 0.75
C 1.00 0.64 1.09
C 1.45 1.07 2.28
C 2.90 1.40 2.65
C 4.68 0.89 0.88
C 4.26 1.52 -0.20
C 2.80 1.85 -0.33
I 2.53 2.13 -2.84
C -3.20 1.08 0.01
O -2.63 0.35 -0.92
H -6.38 0.96 -1.11
H -5.28 2.01 -2.04
H -4.82 0.30 -1.90
H -5.20 3.08 2.63
H -3.32 3.36 3.96
H -2.38 1.89 4.08
H -1.68 4.36 3.08
H -0.82 1.82 2.32
H 0.76 1.23 3.12
H 2.95 1.19 3.71
H 5.73 0.57 0.99
H 4.88 1.73 -1.05
C -2.50 -3.15 -2.01
N -2.45 -3.26 -0.59
C -3.45 -4.03 0.13
C -2.74 -4.33 1.46
N -1.54 -3.53 1.37
C -0.80 -3.34 2.61
C -1.34 -2.99 0.15
N -0.32 -2.30 -0.36
C 0.95 -2.52 0.31
C 2.10 -1.94 -0.52
N 2.24 -0.48 -0.76
C 1.93 0.52 -0.03
N 3.92 0.55 1.97
C 4.40 -0.52 2.81
C 3.08 2.96 2.64
C 3.12 3.69 1.24
N 2.28 2.94 0.33
C 0.94 3.37 0.16
H -3.16 -3.93 -2.39
H -1.55 -3.36 -2.38
H -2.81 -2.17 -2.42
H -3.72 -4.98 -0.44
H -4.35 -3.40 0.31
H -2.48 -5.41 1.42
H -3.31 -4.06 2.36
H -1.34 -3.87 3.39
H -0.64 -2.33 2.87
H 0.15 -3.83 2.44
H 1.17 -3.60 0.37
H 0.95 -2.13 1.33
H 1.89 -2.34 -1.50
H 3.15 -2.27 -0.25
H 5.04 -1.19 2.22
H 3.58 -1.06 3.21
H 4.96 -0.13 3.65
H 3.95 3.15 3.27
H 2.15 3.24 3.14
H 4.12 3.69 0.85
H 2.70 4.70 1.48
H 0.23 2.63 -0.15
H 0.83 4.14 -0.59
H 0.52 3.77 1.11
C -1.29 0.99 -3.67
O -0.75 -0.22 -3.07
C -0.30 -1.23 -4.00
C 1.04 -0.98 -4.64
O 2.05 -1.45 -3.75
C 3.32 -1.32 -4.33
H -1.31 1.74 -2.93
H -2.27 0.74 -4.11
H -0.57 1.37 -4.38
H -1.11 -1.39 -4.70
H -0.15 -2.12 -3.36
H 1.25 0.09 -4.90
H 1.11 -1.52 -5.58
H 3.39 -1.97 -5.27
H 4.10 -1.58 -3.66
H 3.42 -0.28 -4.61
*
```

## Properties
maximum force: 0.046 hartree/bohr
total energy: -94446.082 eV

=====

4.
C18H46CrN5O10S3 | ωB97M-V with the def2-TZVPD basis set

```
! RIJCOSX wB97M-V def2-TZVPD def2/J DEFGRID3
* xyz 1 9
Cr -24.77 -2.09 -15.96
N -23.99 -3.64 -13.19
O -22.87 -4.16 -12.97
O -24.65 -3.13 -12.27
O -24.47 -3.62 -14.36
C -28.35 -3.33 -14.57
C -27.81 -1.93 -14.76
O -26.61 -1.78 -15.03
N -28.64 -0.89 -14.79
C -28.20 0.49 -15.12
H -29.40 -3.41 -14.89
H -28.32 -3.69 -13.55
H -27.83 -4.03 -15.21
H -29.61 -1.08 -14.59
H -27.15 0.57 -14.85
H -28.77 1.11 -14.43
H -28.44 0.73 -16.15
C -21.66 -2.09 -18.69
C -22.25 -3.13 -17.79
O -22.98 -2.74 -16.87
N -21.89 -4.40 -17.90
C -22.21 -5.45 -16.96
H -21.46 -2.33 -19.74
H -20.69 -1.80 -18.29
H -22.35 -1.25 -18.71
H -21.29 -4.66 -18.67
H -22.92 -6.15 -17.41
H -22.71 -5.15 -16.03
H -21.33 -6.01 -16.66
C -29.23 -7.61 -15.12
C -27.90 -7.28 -14.46
O -26.91 -7.94 -14.70
N -27.88 -6.25 -13.57
C -26.73 -6.00 -12.73
H -29.84 -8.28 -14.50
H -29.08 -8.10 -16.08
H -29.87 -6.73 -15.26
H -28.80 -5.91 -13.35
H -26.85 -5.03 -12.26
H -25.84 -6.01 -13.36
H -26.57 -6.77 -11.96
C -19.39 -3.29 -14.93
C -19.15 -4.49 -14.07
O -18.04 -5.03 -14.05
N -20.20 -5.04 -13.46
C -20.13 -6.33 -12.80
H -19.67 -3.51 -15.96
H -18.47 -2.71 -14.97
H -20.22 -2.69 -14.56
H -21.11 -4.59 -13.54
H -19.62 -6.98 -13.51
H -21.09 -6.76 -12.53
H -19.48 -6.25 -11.92
C -21.29 0.24 -15.21
S -22.65 0.01 -14.06
O -23.64 -0.90 -14.73
C -21.83 -1.00 -12.83
H -21.70 0.69 -16.11
H -20.88 -0.73 -15.53
H -20.51 0.83 -14.73
H -21.05 -0.56 -12.21
H -21.51 -1.87 -13.42
H -22.66 -1.39 -12.24
C -23.06 -4.59 -10.31
S -21.31 -4.88 -9.98
O -21.06 -6.31 -10.36
C -20.60 -3.84 -11.28
H -23.23 -4.85 -11.36
H -23.18 -3.52 -10.19
H -23.73 -5.15 -9.66
H -19.60 -4.19 -11.54
H -20.44 -2.85 -10.85
H -21.25 -3.79 -12.15
C -28.03 -0.56 -11.43
S -26.36 0.18 -11.78
O -26.71 1.66 -11.53
C -25.51 -0.60 -10.38
H -27.92 -1.64 -11.30
H -28.79 -0.31 -12.16
H -28.35 -0.14 -10.47
H -26.04 -0.26 -9.49
H -24.44 -0.41 -10.31
H -25.68 -1.68 -10.45
*
```

## Properties
maximum force: 0.056 hartree/bohr
ΔE to the lowest compared entry with this formula, charge and spin: 0.0 kJ/mol

=====

5.
C4H9N3 | ωB97M-V with the def2-TZVPD basis set

```
! RIJCOSX wB97M-V def2-TZVPD def2/J DEFGRID3
* xyz 0 1
C -1.57 -1.70 0.15
N -0.32 -1.62 0.83
N 0.73 -1.80 -0.10
C 1.13 -0.57 -0.56
N 0.34 0.73 -0.51
C 0.85 2.00 -0.83
C 0.29 1.73 0.56
H -2.39 -2.12 0.77
H -1.93 -0.53 0.36
H -1.57 -2.22 -0.99
H -0.07 -2.37 1.35
H 2.07 -0.57 -1.25
H 1.93 2.09 -0.72
H 0.39 2.80 -1.33
H -0.63 2.33 0.55
H 0.75 1.80 1.71
*
```

## Properties
maximum force: 0.144 hartree/bohr
ΔE to the lowest compared entry with this formula, charge and spin: 625.6 kJ/mol

=====

6.
C26H45Br16IN5 | ωB97M-V with the def2-TZVPD basis set

```
! RIJCOSX wB97M-V def2-TZVPD def2/J DEFGRID3
* xyz 1 1
C -1.51 3.21 -2.82
C -1.23 2.11 -3.79
Br -0.03 2.58 -5.18
C -1.77 0.89 -3.77
Br -3.07 0.45 -2.45
C -1.46 -0.22 -4.69
C -0.21 -0.87 -4.68
C 0.92 -0.51 -3.75
C 0.57 -0.62 -2.26
C 0.74 -2.05 -1.71
C -0.38 -2.40 -0.73
N -1.60 -2.65 -1.48
C -2.81 -2.70 -0.73
N -3.21 -1.84 0.11
N -3.61 -3.83 -1.03
C -0.08 -1.89 -5.61
N -1.04 -2.25 -6.44
N -2.22 -1.66 -6.50
C -2.41 -0.70 -5.64
I -4.28 0.23 -5.84
H -0.58 3.75 -2.67
H -2.26 3.90 -3.23
H -1.82 2.83 -1.85
H 1.34 0.46 -4.01
H 1.77 -1.22 -3.91
H -0.43 -0.25 -2.02
H 1.26 0.04 -1.73
H 0.69 -2.74 -2.56
H 1.70 -2.12 -1.22
H -0.47 -1.55 -0.04
H -0.08 -3.27 -0.14
H -1.68 -2.02 -2.27
H -2.52 -1.10 0.20
H -4.32 -3.86 -0.30
H -4.09 -3.59 -1.90
H 0.84 -2.45 -5.68
H -0.89 -2.99 -7.11
Br 3.76 -4.14 -1.38
C 4.51 -4.83 -3.02
C 4.84 -3.71 -3.98
Br 3.24 -2.96 -4.82
H 3.79 -5.53 -3.43
H 5.42 -5.35 -2.74
H 5.45 -4.08 -4.80
H 5.35 -2.88 -3.50
Br 2.89 -3.05 5.26
C 3.70 -3.82 3.67
C 4.03 -2.76 2.66
Br 2.43 -2.11 1.76
H 3.00 -4.56 3.29
H 4.61 -4.32 4.01
H 4.67 -3.16 1.88
H 4.50 -1.89 3.11
Br 2.34 1.85 7.52
C 2.36 0.59 9.00
C 2.50 -0.82 8.51
Br 0.83 -1.47 7.76
H 1.45 0.75 9.57
H 3.22 0.88 9.61
H 2.74 -1.50 9.33
H 3.25 -0.92 7.73
Br -3.70 5.84 -3.69
C -2.51 7.00 -2.67
C -2.92 7.08 -1.22
Br -4.48 8.21 -0.99
H -2.51 7.96 -3.16
H -1.52 6.55 -2.76
H -2.13 7.54 -0.63
H -3.17 6.11 -0.80
Br -3.10 4.61 5.66
C -2.36 2.82 5.73
C -0.87 2.83 5.94
Br 0.09 3.33 4.32
H -2.64 2.32 4.80
H -2.85 2.33 6.57
H -0.51 1.84 6.19
H -0.56 3.54 6.71
Br 3.30 5.61 9.18
C 4.45 5.60 7.62
C 3.85 6.36 6.47
Br 2.43 5.36 5.62
H 4.64 4.56 7.37
H 5.38 6.07 7.95
H 4.60 6.53 5.70
H 3.43 7.31 6.78
Br -5.22 -2.99 -3.96
C -5.59 -4.64 -4.93
C -4.65 -4.83 -6.08
Br -5.08 -3.65 -7.57
H -6.63 -4.59 -5.23
H -5.47 -5.44 -4.20
H -4.73 -5.84 -6.47
H -3.62 -4.62 -5.81
*
```

## Properties
maximum force: 0.027 hartree/bohr
total energy: -1163916.230 eV